(1)
This record from the Open Molecules 2025 dataset describes an isolated molecule of C5H9NS at a distorted geometry. The level of theory is ωB97M-V/def2-TZVPD.

Last column: Mulliken charge in e.
Cartesian coordinates (Å):
C 3.101 0.150 0.340  -0.08
C 0.933 -0.814 -0.426  -0.80
C -0.123 0.113 0.071  1.00
C -1.436 0.128 -0.908  -1.34
C -0.605 -0.104 1.509  -1.68
N 2.213 -0.485 0.007  -0.06
S 0.607 1.889 0.152  -0.24
H 1.387 2.088 -1.075  0.16
H 0.790 -1.883 -0.163  0.27
H 0.963 -0.775 -1.503  0.39
H -2.123 0.871 -0.542  0.36
H -2.000 -0.840 -0.827  0.36
H -1.349 0.024 -2.025  0.35
H 0.200 -0.276 2.071  0.51
H -1.286 -0.889 1.580  0.41
H -1.273 0.802 1.739  0.40

Computed properties:
Relative energy (zero: lowest compared OMol25 entry of this formula, charge and spin) (kcal/mol): 57.4
HOMO-LUMO gap (eV): 9.7
HOMO (eV): -9.09
Lowest unoccupied orbital energy (eV): 0.5978
Largest force on an atom (hartree/bohr): 0.10284

***

(2)
This record from the Open Molecules 2025 dataset describes an isolated molecule of C5H9NS2 at a distorted geometry. The level of theory is ωB97M-V/def2-TZVPD.

Last column: Mulliken charge in e.
Cartesian coordinates (Å):
N 1.325 1.854 -0.525  -0.59
C 0.798 1.290 0.717  -0.95
C 0.441 -0.163 0.672  0.74
C -0.980 -0.402 1.310  -0.96
S -2.218 0.100 -0.026  -0.13
C -0.930 -0.061 -1.415  -0.66
C 0.133 -0.828 -0.636  -0.56
S 1.797 -1.168 -0.041  -0.19
H 2.293 1.575 -0.638  0.23
H 1.415 2.877 -0.363  0.24
H 1.564 1.459 1.488  0.33
H -0.077 1.869 1.012  0.48
H -1.107 0.202 2.221  0.47
H -1.082 -1.469 1.631  0.38
H -1.358 -0.564 -2.226  0.44
H -0.562 0.948 -1.725  0.34
H -0.399 -1.803 -0.542  0.38

Computed properties:
Relative energy (zero: lowest compared OMol25 entry of this formula, charge and spin) (kcal/mol): 66.5
HOMO-LUMO gap (eV): 9.2
HOMO (eV): -8.79
Lowest unoccupied orbital energy (eV): 0.4308
SMILES string: NC[C@@]12CSC[C@H]1S2
Largest force on an atom (hartree/bohr): 0.06213

***

(3)
This record from the Open Molecules 2025 dataset describes an isolated ion of composition C5H9O and charge -1 at a distorted geometry. The level of theory is ωB97M-V/def2-TZVPD.

Last column: Mulliken charge in e.
Cartesian coordinates (Å):
C 0.485 -0.808 2.275  -0.73
C 0.966 -0.565 1.036  -0.23
C 0.629 0.699 0.197  -0.34
C 0.210 0.362 -1.309  -0.57
C -1.313 0.088 -1.500  -0.41
O -1.868 0.372 -2.753  -0.91
H 0.057 -0.005 3.006  0.21
H 0.411 -1.819 2.568  0.28
H 1.684 -1.291 0.748  0.38
H 1.295 1.504 0.684  0.31
H -0.399 1.012 0.590  0.11
H 0.300 1.150 -2.057  0.29
H 0.779 -0.479 -1.595  0.28
H -1.693 0.687 -0.660  0.11
H -1.541 -0.906 -1.230  0.23

Computed properties:
Relative energy (zero: lowest compared OMol25 entry of this formula, charge and spin) (kcal/mol): 38.6
Net charge: -1
HOMO-LUMO gap (eV): 6.0
HOMO (eV): -2.17
Lowest unoccupied orbital energy (eV): 3.8479
SMILES string: C=CCCC[O-]
Largest force on an atom (hartree/bohr): 0.04655

***

(4)
This record from the Open Molecules 2025 dataset describes an isolated ion of composition C5H9O and charge +1 at a distorted geometry. The level of theory is ωB97M-V/def2-TZVPD.

Last column: Mulliken charge in e.
Cartesian coordinates (Å):
C -1.353 1.014 -0.089  -0.03
C -0.137 0.749 -0.800  0.08
C -2.123 0.250 0.757  -0.92
C 0.140 -1.365 0.272  -0.24
C 2.060 -0.132 -0.383  -0.60
O 0.593 -0.269 -0.394  0.00
H -1.540 2.160 -0.049  0.25
H 0.435 1.358 -1.429  0.36
H -2.627 0.749 1.460  0.30
H -2.534 -0.688 0.597  0.44
H 0.819 -2.212 0.448  0.20
H -0.894 -1.563 0.324  0.24
H 2.642 -1.080 -0.167  0.27
H 2.315 0.582 -1.190  0.27
H 2.204 0.448 0.643  0.40

Computed properties:
Relative energy (zero: lowest compared OMol25 entry of this formula, charge and spin) (kcal/mol): 134.2
Net charge: +1
HOMO-LUMO gap (spin up / spin down) (eV): 8.0 / 8.7
HOMO (spin up / spin down) (eV): -12.81 / -13.76
Lowest unoccupied orbital energy (spin up / spin down) (eV): -4.8217 / -5.1021
Largest force on an atom (hartree/bohr): 0.08839

***

(5)
This record from the Open Molecules 2025 dataset describes an isolated molecule of C5H9O2P at a distorted geometry. The level of theory is ωB97M-V/def2-TZVPD.

Last column: Mulliken charge in e.
Cartesian coordinates (Å):
C 1.309 -0.089 -0.260  -0.97
C -0.745 -1.652 0.984  -0.89
C 1.316 1.172 0.571  0.28
C 0.262 1.408 1.493  -0.58
C -1.358 0.111 -1.290  -1.06
O 0.069 -2.149 -1.690  -0.75
O 0.302 2.213 0.389  -0.40
P -0.238 -1.080 -0.635  1.11
H 1.502 0.336 -1.382  0.26
H 2.065 -0.823 0.013  0.43
H -0.105 -1.562 1.904  0.31
H -1.753 -1.891 1.088  0.38
H 2.282 1.579 0.740  0.48
H -0.176 1.547 2.442  0.39
H -0.838 1.024 -1.250  0.38
H -1.545 -0.137 -2.350  0.31
H -2.352 -0.007 -0.766  0.30

Computed properties:
Relative energy (zero: lowest compared OMol25 entry of this formula, charge and spin) (kcal/mol): 117.5
HOMO-LUMO gap (spin up / spin down) (eV): 9.8 / 7.2
HOMO (spin up / spin down) (eV): -9.44 / -8.10
Lowest unoccupied orbital energy (spin up / spin down) (eV): 0.4025 / -0.9482
Largest force on an atom (hartree/bohr): 0.07782

***

(6)
This record from the Open Molecules 2025 dataset describes an isolated ion of composition C5H9O2S and charge -1. The level of theory is ωB97M-V/def2-TZVPD.

Last column: Mulliken charge in e.
Cartesian coordinates (Å):
C 0.621 -2.556 -1.550  -0.76
S -0.232 -1.082 -2.168  -0.16
C -1.005 -0.356 -0.667  -0.67
C -0.271 -0.519 0.646  -0.79
C 0.815 0.563 0.827  -0.63
C 0.246 1.701 1.693  0.39
O 0.248 1.532 2.927  -0.73
O -0.230 2.664 1.043  -0.74
H 1.138 -2.291 -0.629  0.21
H 1.373 -2.889 -2.263  0.32
H -0.126 -3.331 -1.385  0.24
H -1.066 0.696 -0.937  0.35
H -2.046 -0.697 -0.646  0.43
H 0.067 -1.539 0.827  0.48
H -1.001 -0.385 1.446  0.35
H 1.117 0.981 -0.136  0.34
H 1.728 0.098 1.211  0.37

Computed properties:
Relative energy (zero: lowest compared OMol25 entry of this formula, charge and spin) (kcal/mol): 4.6
Net charge: -1
HOMO-LUMO gap (eV): 7.1
HOMO (eV): -4.02
Lowest unoccupied orbital energy (eV): 3.0591
SMILES string: CSCCCC(=O)[O-]
Largest force on an atom (hartree/bohr): 0.01761

***

(7)
This record from the Open Molecules 2025 dataset describes a 2-piece molecular cluster, C5H9O2Si overall at a distorted geometry. The level of theory is ωB97M-V/def2-TZVPD.

Last column: Mulliken charge in e.
Cartesian coordinates (Å):
C 0.956 -1.026 -2.153  -0.86
C -0.107 -0.422 -1.526  -0.16
C -3.574 -2.508 1.231  0.35
C -1.615 0.935 0.708  -1.15
C 0.986 -0.303 1.272  -1.16
O -3.179 -3.627 1.207  -0.28
O -4.157 -1.537 1.404  -0.22
Si -0.591 -0.651 0.230  -0.23
H 1.143 -0.775 -3.199  0.25
H 1.687 -1.505 -1.535  0.27
H -0.618 0.174 -2.279  0.30
H -1.491 1.802 0.104  0.40
H -2.633 0.805 0.819  0.34
H -1.177 1.419 1.706  0.22
H 0.987 -0.220 2.429  0.37
H 1.432 -1.300 1.258  0.30
H 1.649 0.462 0.787  0.27

Computed properties:
Relative energy (zero: lowest compared OMol25 entry of this formula, charge and spin) (kcal/mol): 46.8
Net charge: -1
HOMO-LUMO gap (eV): 5.2
HOMO (eV): -1.74
Lowest unoccupied orbital energy (eV): 3.4728
Largest force on an atom (hartree/bohr): 0.07618

***

(8)
This record from the Open Molecules 2025 dataset describes C5H9O3Rh as an isolated structure at a distorted geometry. The level of theory is ωB97M-V/def2-TZVPD.

Last column: Mulliken spin population.
Cartesian coordinates (Å):
O 2.068 -0.297 -0.488  0.01
C 2.490 0.768 0.176  0.11
C 2.004 1.151 1.424  0.80
H 3.256 1.387 -0.318  0.06
H 2.787 0.920 2.164  0.04
H 1.376 1.423 2.275  0.03
O -1.187 -1.964 -0.883  0.33
C -2.253 -1.449 -0.155  0.00
C -2.106 0.054 0.067  0.04
O -0.749 0.275 0.496  0.03
C -0.384 1.567 0.816  0.94
Rh 0.413 -1.093 -0.425  2.58
H -2.342 -1.936 0.839  0.01
H -3.224 -1.604 -0.665  0.01
H -2.793 0.430 0.838  0.00
H -2.253 0.611 -0.873  0.00
H 0.207 2.120 0.081  -0.01
H -1.030 2.018 1.572  0.01

Computed properties:
Net charge: +1
HOMO-LUMO gap (spin up / spin down) (eV): 7.2 / 7.5
HOMO (spin up / spin down) (eV): -12.14 / -13.88
Lowest unoccupied orbital energy (spin up / spin down) (eV): -4.9417 / -6.4134
Expectation value of S²: 8.77
2S+1: 6
Largest force on an atom (hartree/bohr): 0.16107

***

(9)
This record from the Open Molecules 2025 dataset describes C5H9O4 as an isolated structure at a distorted geometry. The level of theory is ωB97M-V/def2-TZVPD.

Last column: Mulliken spin population.
Cartesian coordinates (Å):
O 0.850 -0.804 1.392  0.92
O 0.831 -0.760 0.131  1.06
C 3.866 0.950 3.446  0.07
C 2.583 0.498 2.774  -0.08
C 2.617 -0.774 1.968  0.92
O 3.468 -0.783 0.931  0.02
C 3.466 -1.980 0.193  0.03
O 2.662 -2.862 0.408  0.06
C 4.588 -1.942 -0.776  0.00
H 3.729 1.993 3.736  0.00
H 4.026 0.359 4.351  -0.01
H 4.726 0.893 2.772  0.00
H 1.851 0.251 3.547  0.01
H 2.175 1.300 2.138  0.02
H 2.560 -1.692 2.565  -0.02
H 5.507 -1.667 -0.249  0.00
H 4.720 -2.912 -1.254  0.00
H 4.393 -1.208 -1.564  0.00

Computed properties:
Relative energy (zero: lowest compared OMol25 entry of this formula, charge and spin) (kcal/mol): 0.0
HOMO-LUMO gap (spin up / spin down) (eV): 6.5 / 8.6
HOMO (spin up / spin down) (eV): -5.59 / -10.61
Lowest unoccupied orbital energy (spin up / spin down) (eV): 0.9476 / -1.9698
Expectation value of S²: 3.76
2S+1: 4
Largest force on an atom (hartree/bohr): 0.16313

***

Question: Number 1 is which compound?
Answer: C5H9NS

***

Question: Which of these has the lowest largest force on an atom?
Answer: C5H9O2S